Here is the ion C5H8N2O2 with charge -2 at a distorted geometry from OMol25. Energies are from wB97M-V/def2-TZVPD.

Properties
* E_tot: -454.98562 Eh
* maximum force: 5.03 eV/Å
* HOMO energy: 2.649 eV
* relative energy (zero: lowest compared OMol25 entry of this formula, charge and spin): 24.9 kcal/mol
* gap between HOMO and LUMO: 4.40 eV
* net charge: -2

Atoms and positions in Å:
C (-1.80363, 0.25389, -1.10190)
C (-1.70341, 1.25925, -0.20792)
C (0.41088, -0.15558, -0.66769)
C (1.64354, -0.34240, 1.41875)
C (0.61620, -1.08804, 0.51350)
N (-0.67267, -0.46787, -1.42062)
N (-0.43190, 1.33067, 0.50279)
O (-0.49483, -1.01672, -2.62206)
O (-0.02004, 2.48648, 0.89113)
H (-2.78465, 0.00862, -1.53619)
H (-2.44511, 1.95148, -0.16214)
H (1.27337, -0.19304, -1.35862)
H (2.41911, -0.01058, 0.72698)
H (2.10281, -1.07346, 2.18944)
H (1.19034, 0.50537, 1.88286)
H (-0.40833, -1.43913, 0.78814)
H (1.10833, -2.00893, 0.16352)

Force components x, y, z for each atom (eV/Å):
-0.199 -1.517 -1.101
4.686 -1.224 1.341
0.520 -0.803 0.102
-0.233 -2.564 0.821
0.568 0.630 -0.373
-2.194 1.080 0.398
-3.210 -1.617 -0.583
-0.052 -0.673 -1.696
0.609 1.763 0.031
0.641 -0.186 -0.186
-1.844 2.328 0.657
0.294 0.353 0.214
0.194 0.036 0.181
-0.446 1.142 -0.844
-0.202 0.590 0.346
0.812 0.750 0.872
0.054 -0.087 -0.178